DFT (ωB97M-V with the def2-TZVPD basis set) results for a structure of composition C29H81N7O8.

Geometry as XYZ:
```
125
Properties=species:S:1:pos:R:3:forces:R:3
C 32.4250 13.7030 0.5480 -1.267 0.687 -6.661
C 33.8860 13.7730 0.2130 1.434 -0.548 1.292
C 34.3320 13.7660 -1.2790 -10.757 -0.328 2.647
O 34.1850 12.4950 -1.7970 -0.108 0.576 2.771
C 33.9550 12.4550 -3.1150 1.832 -0.953 -1.009
N 34.3470 14.9630 0.9070 1.273 1.696 -1.522
H 32.0400 14.6480 -0.0110 -0.193 -1.548 0.854
H 32.2290 13.8590 1.5160 -0.522 0.224 3.812
H 31.8970 12.7860 0.1350 0.649 1.091 0.574
H 34.2640 12.9350 0.7810 0.946 -0.957 -0.500
H 35.1520 14.1280 -1.5300 7.827 3.389 -1.449
H 33.4920 14.5920 -1.7170 1.803 -2.050 0.442
H 34.7090 12.8800 -3.7380 0.951 0.782 -0.394
H 33.0490 12.7750 -3.4510 -2.932 1.312 -0.553
H 34.0160 11.4380 -3.2490 -0.126 -2.580 -1.363
H 34.1610 14.9190 1.8680 -0.560 -0.189 1.484
H 35.3560 15.1580 0.8180 -1.058 -0.494 -0.413
C 35.7170 25.3500 2.1040 0.953 -3.064 -2.874
C 36.2240 25.0980 0.5410 -2.856 -0.642 1.722
C 36.3380 23.6260 0.2350 3.866 -2.293 -1.862
O 35.1120 22.9560 0.2350 -1.434 1.181 -0.681
C 35.0240 21.8440 -0.6690 4.901 1.270 0.657
N 35.1310 25.4290 -0.3350 -3.921 -0.543 -0.840
H 35.2020 26.2720 2.2670 0.089 0.515 0.157
H 36.6470 25.1240 2.5960 0.255 0.742 1.040
H 35.0870 24.4420 2.3440 0.191 1.198 -0.270
H 37.0570 25.6990 0.2630 1.012 0.093 0.155
H 37.1620 22.9310 0.6790 -1.249 1.213 0.339
H 36.7280 23.6270 -0.8330 -0.388 0.075 0.772
H 35.1860 21.6270 -1.7490 0.540 3.121 0.340
H 34.1460 21.4120 -0.5370 -3.606 -2.153 1.687
H 35.9120 21.4130 -0.2810 0.459 -2.620 0.303
H 34.4050 24.6640 -0.0840 0.890 2.204 0.113
H 35.1470 25.0800 -1.3190 1.368 0.787 0.647
C 36.5010 18.0450 6.0800 -1.782 -1.490 -0.748
C 36.0500 19.3330 6.8590 -0.381 1.423 -0.810
C 35.2710 20.3000 5.8920 0.696 2.161 2.268
O 36.0310 20.8150 4.8550 1.785 -0.117 -1.094
C 35.5020 21.7790 3.9510 -2.442 -2.063 -0.449
N 35.1290 19.0700 8.0100 1.631 -1.449 1.853
H 37.1510 17.3670 6.7790 -1.347 1.058 -1.371
H 37.1380 18.2610 5.0730 -1.748 -0.284 2.548
H 35.3640 17.4440 5.7750 3.705 1.535 0.801
H 36.9510 19.7720 7.2750 0.342 0.538 -0.401
H 34.6430 21.1090 6.3910 1.555 -0.105 0.415
H 34.4370 19.7880 5.6360 -2.474 -2.560 -2.004
H 34.4390 21.3650 3.5910 2.386 0.882 0.176
H 36.1840 22.0500 3.1070 -0.405 -0.898 0.730
H 35.2940 22.6750 4.4690 -0.305 1.265 0.765
H 34.8860 19.9060 8.6770 1.207 -1.887 -2.018
H 35.7690 18.3620 8.5680 -2.229 1.867 -0.768
C 30.6800 19.3530 -0.5420 0.169 -3.032 4.696
C 31.7630 18.3200 -0.6740 -3.523 -6.325 -3.498
C 33.0950 18.7540 -1.1180 -0.210 5.514 -3.576
O 32.9400 19.3550 -2.4010 1.152 0.163 -0.850
C 33.8340 20.4730 -2.7450 -0.750 -6.390 -6.347
N 31.9790 17.6540 0.6090 -3.198 -7.921 -1.919
H 30.6240 19.6550 0.5760 0.983 0.575 -2.325
H 29.7250 18.8810 -0.6610 0.141 0.774 -3.179
H 31.0080 20.0230 -1.1280 1.241 5.687 -4.569
H 31.4550 17.5170 -1.4710 0.219 1.429 1.227
H 33.8710 18.0960 -1.0460 1.819 -2.436 -0.056
H 33.2490 19.5760 -0.3540 2.629 0.521 -3.694
H 33.5050 20.5120 -3.9530 1.338 0.547 3.223
H 34.9480 20.2650 -2.6880 -1.357 -0.326 -0.054
H 33.5870 21.2810 -2.2550 -1.609 3.969 1.999
H 32.7840 17.0020 0.4810 -1.012 0.072 -0.249
H 31.2120 17.0300 0.7670 -0.345 -0.636 -0.350
C 29.1610 18.1520 1.2810 1.282 -2.163 -2.399
C 28.2340 17.0420 0.8830 -1.904 1.761 -0.653
C 28.7720 15.7590 0.4680 4.622 1.447 -2.394
O 29.6600 15.9510 -0.7290 0.775 0.088 1.118
C 29.1400 15.5760 -1.9450 0.009 -3.340 -0.678
N 27.5100 16.7560 2.0500 -1.416 -1.353 3.468
H 29.5910 18.7040 0.3890 -2.384 -2.434 4.463
H 29.9550 17.5980 1.7830 0.061 0.913 0.760
H 28.5780 18.7560 1.8690 -0.922 1.699 1.756
H 27.4670 17.4650 0.1960 0.487 -0.451 -0.243
H 28.0280 15.0310 0.4690 -1.013 -1.651 -0.831
H 29.6310 15.5060 1.0800 -0.534 -0.489 1.236
H 29.8030 15.7120 -2.9120 -0.870 -0.304 2.381
H 28.2890 16.1710 -2.0230 -1.992 0.728 -1.190
H 28.8090 14.4300 -1.7580 0.591 2.201 -1.384
H 28.1280 16.2650 2.7350 -0.661 0.667 -0.534
H 26.7230 16.1260 1.9120 0.069 0.087 -0.093
C 30.8280 24.5420 3.2910 2.246 2.013 -2.788
C 31.1250 23.1410 2.6950 -0.093 0.391 3.661
C 31.4740 23.0710 1.2520 -9.692 -1.886 2.625
O 30.4540 23.5910 0.4660 -1.608 1.324 -0.113
C 30.4610 23.1740 -0.8780 2.411 2.760 1.649
N 32.2170 22.5700 3.5470 -0.332 5.887 0.639
H 31.8780 25.1540 3.1470 -2.450 -1.266 0.997
H 30.3290 24.6890 4.2480 0.715 -0.733 0.262
H 30.1810 25.0990 2.6020 -0.031 -0.182 -0.143
H 30.2740 22.5020 3.0040 0.151 0.168 -0.839
H 31.6760 22.1290 1.0010 0.239 -4.650 -0.822
H 32.2620 23.4570 1.0660 10.224 6.025 -2.054
H 29.9590 23.8330 -1.5200 -0.736 1.390 -0.563
H 30.0050 22.3020 -0.9340 -1.877 -4.490 -0.523
H 31.4880 23.1330 -1.1600 0.912 -0.343 -0.871
H 33.1620 22.8470 3.3150 -0.165 0.697 -0.281
H 32.1940 21.6840 3.3740 -0.011 -7.066 -0.935
C 37.0710 17.0140 -1.4460 6.509 -2.267 -2.469
C 37.8620 16.4340 -0.1790 -4.115 4.274 -0.330
C 37.5620 17.4940 1.0300 -2.151 -2.533 -0.665
O 38.1170 18.7130 0.8380 1.921 0.018 -0.254
C 37.6590 19.6990 1.6730 3.460 0.941 3.487
N 37.1590 15.2080 0.1830 2.618 -0.835 -0.955
H 36.0930 16.9480 -1.3190 -4.440 0.065 0.806
H 37.3320 16.1940 -2.2710 -0.738 1.518 1.391
H 37.4310 17.9400 -1.9510 -0.277 -0.362 1.004
H 38.8560 16.3050 -0.4660 1.807 -0.063 0.084
H 37.7880 16.9960 2.0180 0.250 0.592 -0.552
H 36.4010 17.6480 1.0280 1.613 -0.689 0.003
H 37.7510 19.6900 2.8740 0.587 -0.971 -2.311
H 36.6890 19.8280 1.5980 -5.197 0.541 -0.808
H 38.1280 20.6210 1.4010 0.469 0.522 -0.326
H 37.1630 15.3150 1.1580 -0.474 -0.439 2.093
H 37.9320 14.5210 0.0920 -1.117 -0.233 -0.150
C 33.6400 18.6790 1.7940 3.884 4.103 -0.801
O 32.7960 19.4040 0.9550 2.943 8.668 10.695
H 34.6870 18.8040 1.3270 -0.907 -0.345 0.863
H 33.3820 17.7210 1.7240 -0.119 -3.356 0.963
H 33.7280 18.9860 2.8250 -0.422 0.652 0.247
H 32.5700 18.9080 0.2440 -0.353 -0.505 1.518
```
Forces are in eV/Å.

Calculated values
HOMO level	-8.1	eV
gap between HOMO and LUMO	0.3193	Ha
energy above the lowest of the compared OMol25 structures with the same formula, charge and spin	2454.7	kJ/mol

Here are the Löwdin charges for atoms 1 to 8, given in e: number 1, C, carries -0.063; number 2, C, carries -0.430; number 3, C, carries -0.163; number 4, O, carries -0.130; number 5, C, carries -0.148; number 6, N, carries 0.042; number 7, H, carries 0.093; number 8, H, carries 0.023